1.
The following is a DFT calculation (the ωB97M-V functional and the def2-TZVPD basis) of a molecular structure, C21H33N3O7P2Sn at a distorted geometry.

Structure (XYZ):
```
67
Properties=species:S:1:pos:R:3:forces:R:3:nbo_charge:R:1
P 1.794571 -0.662316 -6.174976 1.488 -0.195 -3.224 1.094
P 4.028860 -2.104332 -4.600178 1.643 -0.762 -2.441 0.988
C 3.366955 -1.081662 -7.137120 0.128 -0.168 0.690 -0.704
C 4.092915 -2.249794 -6.487001 -0.495 0.273 0.280 -0.702
H 3.990762 -0.166246 -7.195779 -0.290 -0.570 0.027 0.246
H 3.034611 -1.386467 -8.141132 0.136 0.491 0.227 0.257
H 3.659766 -3.231640 -6.767675 0.241 0.587 0.054 0.243
H 5.157684 -2.203261 -6.762910 -0.371 -0.417 0.099 0.256
C 5.641331 -1.216871 -4.481037 -0.394 0.472 0.737 -0.931
H 5.970616 -1.234779 -3.433482 0.126 0.212 -0.334 0.255
H 5.532409 -0.181141 -4.833397 0.164 -0.273 0.204 0.248
H 6.352645 -1.761694 -5.119456 -0.210 0.217 0.343 0.251
C 4.662052 -3.809427 -4.329654 -0.592 -0.065 0.846 -0.933
H 5.578692 -3.923661 -4.932010 -0.374 0.031 0.283 0.259
H 3.895976 -4.533123 -4.652427 0.390 0.164 0.236 0.252
H 4.877755 -3.927839 -3.257063 0.056 -0.299 -0.409 0.253
C 1.517073 0.910176 -7.083603 -0.449 0.515 1.022 -0.938
H 0.521994 1.286919 -6.803844 0.359 0.197 -0.338 0.257
H 1.564709 0.675758 -8.160139 -0.031 0.093 0.460 0.263
H 2.301316 1.633551 -6.807419 -0.437 -0.158 -0.175 0.256
C 0.706357 -1.729388 -7.208778 -0.579 -0.245 0.956 -0.937
H 0.876535 -2.789850 -6.974952 -0.218 0.291 -0.142 0.253
H 0.969539 -1.519832 -8.256231 -0.191 -0.062 0.417 0.257
H -0.335872 -1.447993 -7.007978 0.160 -0.343 -0.212 0.257
Sn -0.256978 -0.565812 0.866570 1.220 0.457 -0.416 1.741
C 1.858870 -1.716285 -0.957399 -0.984 0.843 1.117 -0.181
C 2.479527 -0.521180 -0.904872 -0.565 0.121 0.800 -0.156
C 2.633906 0.425798 -2.037699 0.243 0.833 -0.739 -0.465
C 1.565518 1.535891 -2.333717 0.795 0.363 0.105 -0.452
C 0.128734 1.203383 -2.529678 -0.810 -0.477 0.681 -0.159
C -0.390591 -0.001870 -2.792013 -0.567 0.095 1.002 -0.233
C 0.363741 -1.244006 -3.129578 0.555 -0.992 -0.323 -0.465
C 0.979957 -2.212388 -2.049948 -0.310 -0.291 -0.896 -0.466
C -1.996275 0.648309 0.605394 -1.029 0.414 -0.085 -1.105
H 1.759961 -2.295743 -0.017090 0.633 0.104 -0.612 0.222
H 2.850842 -0.170937 0.071185 0.162 -0.339 -0.452 0.232
H 2.788224 -0.112844 -2.979438 0.092 -0.058 0.272 0.208
H 3.552408 1.006233 -1.850212 -0.186 -0.276 -0.165 0.246
H 1.568359 2.285229 -1.529005 0.290 -0.140 -0.137 0.240
H 1.987484 2.049994 -3.218540 -0.351 0.048 0.315 0.235
H -0.576456 2.013993 -2.257135 0.469 -0.459 -0.418 0.228
H -1.484166 -0.134555 -2.696509 0.565 0.250 -0.329 0.215
H 1.180606 -1.015332 -3.829905 -0.368 0.040 0.296 0.214
H -0.324028 -1.901758 -3.685765 0.229 0.193 0.033 0.232
H 0.164642 -2.789832 -1.581554 0.243 0.102 -0.183 0.229
H 1.557661 -2.941583 -2.644120 -0.270 -0.064 0.179 0.239
H -2.767092 0.342323 1.326352 0.194 -0.012 -0.213 0.258
H -2.345292 0.474388 -0.425067 0.143 -0.061 0.459 0.258
H -1.770740 1.716018 0.730333 0.212 -0.450 -0.004 0.277
O -3.330231 2.331532 6.546152 1.035 -2.771 -0.813 -0.327
N -2.985606 1.148173 6.309859 -2.161 0.510 2.482 0.492
O -3.488226 0.140621 6.858991 1.179 2.114 -1.324 -0.338
C -1.936570 0.917310 5.338679 0.980 -0.695 -1.235 0.002
C -1.380329 2.023682 4.662638 -0.070 -0.310 0.080 -0.080
C -0.480884 1.777484 3.635468 -0.027 -1.029 0.002 -0.064
C -0.051007 0.442537 3.322213 -0.042 -0.269 -0.327 0.422
O 0.937118 0.243166 2.475766 -1.256 -0.978 -0.791 -0.763
C -0.761468 -0.681187 3.917789 -0.037 1.297 0.798 -0.104
C -1.615514 -0.423433 4.989098 -0.554 0.854 0.407 -0.087
N -0.728064 -2.075781 3.449133 -0.476 -1.962 0.689 0.528
O -0.843325 -3.026730 4.216022 0.479 2.858 -2.021 -0.175
O -0.755868 -2.285233 2.156107 0.356 0.785 1.713 -0.526
N -0.085842 2.886997 2.730148 0.107 2.511 -0.651 0.509
O -0.216623 4.057680 3.155390 0.357 -3.140 -0.748 -0.302
O 0.249323 2.624584 1.552786 -0.566 0.156 2.142 -0.390
H -1.640312 3.059885 4.916315 -0.100 -0.571 -0.094 0.312
H -2.066450 -1.256335 5.536440 -0.067 0.412 -0.204 0.300
```
Forces are in eV/Å.

Output
Charge: +2
Relative energy (zero: lowest compared OMol25 entry of this formula, charge and spin), kcal per mole: 47.5
Electronic energy, eV: -65495.372



2.
The following is a DFT calculation (the ωB97M-V functional and the def2-TZVPD basis) of 2 unconnected molecules or ions with the total composition C3H3ClN2 at a distorted geometry.

Structure (XYZ):
```
9
Properties=species:S:1:pos:R:3:forces:R:3:nbo_charge:R:1
C 0.231035 -1.854346 -0.408649 0.944 -1.896 -1.580 0.201
C 0.040296 1.163809 -0.508189 -1.067 -1.407 3.471 0.299
C 0.288497 -0.857878 0.538518 -0.172 3.999 1.490 -0.489
N 0.324665 -2.677194 -1.224469 -0.354 0.802 0.496 -0.315
N -0.497735 1.976916 0.182056 -0.237 2.066 -0.136 -0.578
Cl -1.100243 -0.766775 1.593321 -0.423 -0.131 0.281 -0.013
H 0.323272 0.658250 -1.333225 1.056 -0.472 -3.037 0.217
H 1.173453 -0.641258 1.174604 -0.386 -0.706 -1.025 0.254
H -0.783239 2.998477 -0.013967 0.639 -2.254 0.041 0.424
```
Forces are in eV/Å.

Output
Relative energy (zero: lowest compared OMol25 entry of this formula, charge and spin), kcal per mole: 90.2
Electronic energy, eV: -18658.079



3.
The following is a DFT calculation (the ωB97M-V functional and the def2-TZVPD basis) of 2 unconnected molecules or ions with the total composition C21H23N3O2 at a distorted geometry.

Structure (XYZ):
```
49
Properties=species:S:1:pos:R:3:forces:R:3:nbo_charge:R:1
C -6.066976 3.700931 0.308312 0.454 -0.280 0.328 -0.413
N -4.825197 3.079522 -0.148801 -0.082 0.297 -0.954 -0.614
C -3.944638 2.461287 0.645459 -0.695 -0.256 0.765 0.659
O -4.114228 2.370112 1.859272 0.389 0.014 -0.311 -0.649
C -2.692063 1.798988 0.039169 0.207 0.185 -0.393 -0.119
C -1.464204 2.717820 0.144397 0.285 0.262 0.192 -0.430
C -0.180383 1.954457 0.380595 0.221 -0.228 -0.105 -0.027
C 0.057863 1.420128 1.660206 0.818 -0.266 -0.608 -0.213
C 1.249202 0.728634 1.925891 -0.189 0.433 -0.789 -0.204
C 2.207981 0.578518 0.912142 -0.612 0.443 -0.210 -0.241
C 1.962212 1.085028 -0.377976 -0.596 0.141 0.817 -0.164
C 0.765077 1.773708 -0.646274 0.290 -0.457 1.026 -0.231
N -2.790696 1.218788 -1.316809 -0.070 -0.571 1.034 -0.605
C -3.102924 1.833788 -2.459324 -0.043 0.422 -0.972 0.685
C -3.083281 0.979267 -3.705041 0.046 0.029 0.074 -0.707
O -3.390004 3.019310 -2.543559 -0.059 0.401 0.243 -0.660
H -6.809599 2.929338 0.519056 -0.063 0.107 0.062 0.199
H -6.452426 4.374718 -0.458361 0.171 -0.153 0.006 0.207
H -5.881704 4.269065 1.222580 -0.060 -0.091 -0.071 0.217
H -4.574521 3.168040 -1.128270 0.035 0.126 0.138 0.429
H -2.503531 0.961960 0.711659 -0.184 -0.030 -0.090 0.239
H -1.376162 3.344943 -0.743353 -0.135 -0.042 -0.041 0.231
H -1.600047 3.388198 0.994846 -0.145 0.009 0.007 0.236
H -0.671281 1.555579 2.447599 -0.102 0.049 0.017 0.222
H 1.439893 0.336123 2.915177 0.009 -0.015 0.020 0.217
H 3.141569 0.083312 1.136428 -0.006 -0.034 -0.053 0.222
H 2.703733 0.967604 -1.155153 0.055 -0.017 -0.067 0.200
H 0.583616 2.184188 -1.629321 -0.054 0.058 -0.068 0.211
H -2.573491 0.238827 -1.389662 -0.029 0.007 0.077 0.403
H -3.349112 1.597552 -4.562087 0.032 -0.061 0.171 0.246
H -2.083700 0.573728 -3.849209 0.013 -0.186 -0.083 0.227
H -3.803590 0.169835 -3.604282 0.043 -0.160 -0.078 0.228
C 4.614428 -1.749675 -0.414799 -1.538 -0.380 -0.024 -0.208
C 5.697331 -2.409467 0.173989 0.205 -1.235 0.825 -0.219
C 5.487276 -3.577281 0.915676 0.726 1.331 -0.782 -0.188
C 4.187760 -4.079961 1.084774 0.475 -0.073 0.120 -0.039
C 3.939998 -5.253945 1.811151 -1.955 -0.655 0.250 0.061
N 2.704023 -5.750614 1.994991 1.731 0.040 0.189 -0.417
C 1.664119 -5.086215 1.466672 0.211 1.504 -0.950 0.015
C 1.823024 -3.914245 0.724429 -0.944 -1.403 0.764 -0.219
C 3.100872 -3.400934 0.513351 -0.199 0.127 -0.160 -0.085
C 3.317681 -2.249648 -0.249240 1.465 1.078 -0.646 -0.174
H 4.780145 -0.852135 -1.003117 -0.037 -0.093 0.058 0.216
H 6.703169 -2.020161 0.045663 -0.125 -0.083 0.043 0.218
H 6.337240 -4.089737 1.358302 -0.154 0.007 -0.025 0.216
H 4.776999 -5.789370 2.249121 -0.146 -0.102 0.040 0.191
H 0.662711 -5.477124 1.619936 0.189 -0.159 0.123 0.196
H 0.948993 -3.421360 0.315055 0.070 0.041 -0.014 0.215
H 2.476842 -1.741429 -0.711264 0.081 -0.082 0.105 0.221
```
Forces are in eV/Å.

Output
Relative energy (zero: lowest compared OMol25 entry of this formula, charge and spin), kcal per mole: 13.3
Electronic energy, eV: -30716.637
SMILES: CNC(=O)[C@H](Cc1ccccc1)NC(C)=O.c1ccc2cnccc2c1